# 1
ORCA calculation (the ωB97M-V functional and the def2-TZVPD basis) on an isolated molecule of C6H13N2 in a non-equilibrium geometry.

Last column: Löwdin charge in e.
Element x y z (Å)
C 2.619 0.647 0.668  -0.068
C 1.265 0.424 0.079  -0.380
C 0.044 0.773 0.925  -0.246
C -1.221 0.375 0.240  -0.216
C -1.584 -0.974 0.147  -0.278
N -2.612 -1.323 -0.652  -0.101
C -3.082 -2.519 -0.740  -0.158
N 1.063 1.245 -1.171  0.164
H 3.464 0.153 0.187  0.080
H 2.649 0.312 1.703  0.083
H 2.903 1.684 0.922  0.091
H 1.045 -0.591 -0.242  0.140
H -0.024 1.863 1.074  0.111
H 0.115 0.385 1.946  0.111
H -1.915 1.104 -0.143  0.064
H -1.161 -1.717 0.832  0.102
H -3.882 -2.720 -1.457  0.027
H -2.821 -3.365 -0.091  0.038
H 1.362 2.204 -0.970  0.149
H 1.733 0.896 -1.845  0.146
H 0.039 1.143 -1.409  0.141

M	113.184	g mol⁻¹
ΔE to the lowest compared entry with this formula, charge and spin	168.1	kJ/mol
gap between HOMO and LUMO (spin up / spin down)	4.06 / 6.94	eV
HOMO energy (spin up / spin down)	-3.87 / -6.99	eV
LUMO (spin up / spin down)	0.189 / -0.053	eV
spin multiplicity	2

# 2
ORCA calculation (the ωB97M-V functional and the def2-TZVPD basis) on a 2-piece molecular cluster, C6H13N2 overall in a non-equilibrium geometry.

Last column: Löwdin charge in e.
Element x y z (Å)
C -0.259 1.906 0.164  0.021
C -0.306 0.605 0.184  -0.148
C 1.754 -0.237 1.188  -0.030
C 2.280 0.449 0.011  0.005
C 0.760 -1.290 -0.887  -0.016
C -2.163 -0.452 0.504  -0.058
N -2.913 -0.196 -0.578  0.029
N 0.930 -0.186 0.036  -0.308
H 0.640 2.598 0.256  0.097
H -1.278 2.347 0.258  0.080
H 2.249 -1.121 1.573  0.147
H 1.498 0.565 1.889  0.148
H 2.086 1.496 -0.169  0.101
H 2.853 0.002 -0.754  0.118
H 1.655 -2.052 -0.959  0.148
H -0.108 -1.954 -0.397  0.120
H 0.398 -0.799 -1.906  0.158
H -1.772 -1.379 0.139  0.049
H -2.373 -0.308 1.563  0.114
H -2.801 -0.785 -1.391  0.112
H -3.128 0.791 -0.725  0.112

M	113.184	g mol⁻¹
ΔE to the lowest compared entry with this formula, charge and spin	560.2	kJ/mol
charge	+1
gap between HOMO and LUMO	10.00	eV
HOMO energy	-12.70	eV
LUMO	-2.693	eV

# 3
ORCA calculation (the ωB97M-V functional and the def2-TZVPD basis) on an isolated ion of composition C6H13N2 and charge +1 in a non-equilibrium geometry.

Last column: Löwdin charge in e.
Element x y z (Å)
C -0.348 0.929 0.442  -0.076
C -0.771 -0.224 -1.579  0.099
C 1.264 -0.460 -0.558  -0.071
C 1.276 -1.867 -0.020  -0.048
C -2.650 0.661 -0.336  -0.018
C 1.694 0.912 1.451  -0.027
N -1.240 0.538 -0.411  -0.155
N 0.849 0.479 0.447  -0.155
H -0.662 1.531 1.362  0.211
H -0.523 0.402 -2.514  0.125
H -1.308 -1.117 -1.793  0.078
H 1.951 -0.059 -1.294  0.133
H 1.513 -2.547 -0.844  0.097
H 0.260 -2.058 0.399  0.101
H 1.963 -1.837 0.837  0.090
H -3.148 1.467 -0.785  0.092
H -3.037 -0.293 -0.696  0.109
H -2.904 0.665 0.705  0.098
H 1.720 1.956 1.587  0.105
H 2.631 0.545 1.215  0.086
H 1.470 0.377 2.384  0.126

M	113.184	g mol⁻¹
ΔE to the lowest compared entry with this formula, charge and spin	320.0	kJ/mol
charge	+1
gap between HOMO and LUMO	9.50	eV
HOMO energy	-13.25	eV
LUMO	-3.746	eV